# 1
9
Properties=species:S:1:pos:R:3:lowdin_charge:R:1 method="wB97M-V/def2-TZVPD" de_lowest_kj_mol=256.6 spin_multiplicity=1 gap_ha="0.2292 / 0.2175" total_charge=-1 molar_mass_g_mol=165.2 e_tot_ha=-1459.91536
C -0.97 2.70 -0.94 -0.6825
C -2.73 0.60 1.41 -0.5586
C -0.37 1.20 -0.30 -1.3065
O -3.28 1.52 1.05 0.1190
O -2.27 -0.44 1.62 0.1507
S -2.52 2.81 -1.42 0.4369
S 0.15 1.53 1.24 0.4529
S 0.55 0.19 -1.43 0.6019
H 1.76 0.57 -1.29 -0.2137

# 2
13
Properties=species:S:1:pos:R:3:lowdin_charge:R:1 method="wB97M-V/def2-TZVPD" de_lowest_kj_mol=33.1 spin_multiplicity=1 gap_ha=0.4004 smiles=NCO.C total_charge=0 molar_mass_g_mol=63.1 e_tot_ha=-211.57246
N 0.06 -0.92 -1.32 0.0234
C 0.91 -0.61 -0.21 -0.3527
O 0.47 -1.27 0.98 -0.0834
H 0.55 -1.22 -2.15 0.0680
H -0.59 -0.19 -1.55 0.0577
H 1.91 -1.00 -0.40 0.1124
H 0.94 0.46 -0.01 0.0918
H -0.40 -1.63 0.76 0.0707
C -1.21 2.40 0.59 -0.0470
H -0.48 3.20 0.46 0.0211
H -0.74 1.64 1.21 0.0106
H -1.45 1.95 -0.38 0.0072
H -2.15 2.75 1.04 0.0202

# 3
114
Properties=species:S:1:pos:R:3:lowdin_charge:R:1 method="wB97M-V/def2-TZVPD" de_lowest_kj_mol=259.0 spin_multiplicity=1 gap_ha=0.3764 smiles=CC(C)O.CC(C)O.CC(C)O.CC(C)O.CC(C)O.CCO.CCO.CCO.CCO.CCO.CCO total_charge=0 molar_mass_g_mol=576.9 e_tot_ha=-1901.80777
C -16.10 -13.33 13.92 -0.0593
C -14.79 -13.47 14.63 -0.4113
C -13.58 -13.14 13.69 -0.0671
O -14.71 -12.53 15.79 -0.0973
H -16.24 -14.03 13.10 0.0848
H -16.22 -12.31 13.66 0.0596
H -16.92 -13.58 14.59 0.0752
H -14.57 -14.47 15.03 0.1316
H -12.65 -13.00 14.28 0.0805
H -13.77 -12.21 13.12 0.0608
H -13.30 -13.88 12.90 0.0900
H -14.08 -11.81 15.57 0.0461
C -8.02 -7.34 15.86 -0.0528
C -9.17 -6.52 16.37 -0.4716
C -8.86 -5.02 16.32 -0.0397
O -10.32 -6.85 15.58 -0.0781
H -7.97 -7.22 14.80 0.0756
H -8.19 -8.40 16.05 0.0656
H -7.05 -7.18 16.35 0.0985
H -9.31 -6.84 17.40 0.1257
H -8.06 -4.90 17.05 0.0823
H -9.77 -4.49 16.68 0.0863
H -8.63 -4.63 15.33 0.0754
H -11.12 -6.36 15.83 0.0742
C -16.38 -7.51 10.24 -0.0807
C -17.58 -7.42 11.14 -0.4518
C -18.83 -7.19 10.28 -0.0574
O -17.59 -8.65 11.94 -0.0870
H -15.44 -7.64 10.77 0.0597
H -16.15 -6.63 9.64 0.0872
H -16.50 -8.37 9.55 0.0905
H -17.50 -6.59 11.89 0.1451
H -19.77 -7.41 10.70 0.0572
H -18.75 -7.87 9.48 0.0539
H -18.82 -6.20 9.77 0.0986
H -17.40 -9.39 11.32 0.0940
C -15.79 -9.35 14.94 -0.0366
C -14.38 -9.59 14.42 -0.5083
C -13.81 -8.40 13.69 -0.0167
O -13.59 -9.82 15.53 -0.0666
H -16.50 -9.28 14.10 0.0768
H -15.82 -8.47 15.58 0.0808
H -16.05 -10.20 15.56 0.0630
H -14.34 -10.47 13.77 0.1032
H -14.02 -7.54 14.30 0.0550
H -14.46 -8.18 12.82 0.0779
H -12.75 -8.41 13.41 0.0834
H -12.65 -9.81 15.28 0.0682
C -11.99 -8.97 8.68 -0.0705
C -11.36 -7.69 9.19 -0.5242
C -11.30 -6.72 8.03 -0.0799
O -12.22 -7.26 10.22 -0.0627
H -11.37 -9.36 7.87 0.0801
H -13.00 -8.79 8.37 0.0750
H -12.14 -9.73 9.46 0.0775
H -10.30 -7.82 9.47 0.1408
H -10.71 -5.78 8.20 0.0869
H -12.29 -6.36 7.72 0.0774
H -10.84 -7.33 7.19 0.0929
H -11.74 -6.72 10.88 0.0627
C -15.84 -10.96 19.17 -0.0797
C -15.06 -12.30 19.19 -0.2448
O -13.99 -12.11 20.23 -0.1125
H -15.18 -10.08 19.11 0.0688
H -16.53 -10.77 20.02 0.0745
H -16.47 -10.99 18.29 0.0444
H -14.61 -12.48 18.21 0.0797
H -15.69 -13.15 19.35 0.0921
H -13.48 -12.91 20.08 0.0604
C -13.94 -5.47 17.87 -0.0626
C -14.27 -5.32 16.43 -0.3329
O -13.05 -5.29 15.76 -0.1018
H -14.80 -5.29 18.50 0.0757
H -13.12 -4.74 18.06 0.0964
H -13.61 -6.46 18.18 0.0565
H -14.83 -4.44 16.15 0.1177
H -14.76 -6.20 16.00 0.0964
H -13.24 -5.13 14.82 0.0761
C -12.24 -4.09 12.31 -0.0620
C -10.82 -4.30 12.79 -0.2784
O -10.46 -5.65 12.48 -0.0939
H -12.62 -3.22 12.78 0.0611
H -12.85 -4.93 12.59 0.0676
H -12.29 -3.89 11.24 0.0812
H -10.71 -4.16 13.85 0.0877
H -10.00 -3.66 12.45 0.1142
H -9.96 -6.10 13.14 0.0421
C -19.02 -9.97 16.27 -0.1159
C -19.70 -10.55 15.16 -0.2870
O -21.07 -10.92 15.68 -0.1197
H -19.66 -9.13 16.63 0.0983
H -18.08 -9.55 15.92 0.0460
H -18.95 -10.60 17.19 0.0923
H -19.20 -11.41 14.76 0.0986
H -19.87 -9.79 14.40 0.1110
H -21.78 -11.28 15.13 0.0710
C -11.76 -8.57 18.16 -0.0829
C -11.13 -9.96 17.86 -0.3120
O -9.83 -9.93 17.36 -0.0754
H -12.08 -8.12 17.26 0.0255
H -11.19 -7.83 18.78 0.0894
H -12.68 -8.88 18.69 0.0733
H -11.96 -10.44 17.19 0.1275
H -11.13 -10.60 18.73 0.0965
H -9.90 -10.33 16.48 0.0589
C -10.17 -10.86 12.62 -0.0697
C -9.91 -9.54 13.31 -0.2807
O -10.60 -9.58 14.60 -0.1290
H -9.83 -11.71 13.26 0.0933
H -9.67 -10.92 11.62 0.0883
H -11.21 -10.95 12.45 0.0453
H -10.17 -8.66 12.72 0.1039
H -8.89 -9.41 13.48 0.0807
H -10.50 -8.66 14.96 0.0682

# 4
14
Properties=species:S:1:pos:R:3:lowdin_charge:R:1 method="wB97M-V/def2-TZVPD" de_lowest_kj_mol=380.9 spin_multiplicity=1 gap_ha="0.2936 / 0.3066" total_charge=0 molar_mass_g_mol=214.0 e_tot_ha=-600.71844
C -0.03 1.02 -1.03 -0.0847
C -0.07 -1.47 0.03 -0.0902
C -0.59 2.36 0.89 -0.5411
N 0.03 2.01 -0.15 -0.1098
N 1.35 -0.07 1.23 0.0634
O 0.97 -0.51 0.04 -0.3548
I -2.55 1.55 1.67 0.5216
H 0.84 0.95 -1.74 0.1096
H -0.97 0.65 -1.32 0.0545
H -0.94 -1.09 -0.55 0.0629
H -0.49 -1.61 1.09 0.1130
H 0.36 -2.38 -0.49 0.1125
H -0.19 3.16 1.48 0.0341
H 2.28 0.52 1.09 0.1090

# 5
102
Properties=species:S:1:pos:R:3:lowdin_charge:R:1 method="wB97M-V/def2-TZVPD" spin_multiplicity=1 gap_ha=0.3034 total_charge=+1 molar_mass_g_mol=791.6 e_tot_ha=-2759.17023
C 0.26 -2.77 0.83 -0.1123
C 0.54 -3.39 -0.63 -0.1625
C 1.39 -2.39 -1.59 -0.2585
C 1.20 -2.70 -3.15 -0.0420
N 1.47 -1.00 -1.14 0.0753
C 0.84 0.26 -1.32 -0.1859
N -0.21 0.50 -2.08 -0.0295
C -0.60 1.97 -2.10 -0.1447
C -1.43 2.37 -0.79 -0.1508
C -2.97 2.62 -1.20 -0.1922
C -4.02 2.40 -0.02 -0.1616
C -4.25 0.88 0.38 -0.2553
O -5.50 0.63 1.07 -0.1943
C -5.36 -0.71 1.61 -0.1161
C -1.07 -0.40 -2.87 -0.0232
B -1.97 -1.46 -1.98 -0.5259
O -2.14 -1.36 -0.58 0.1015
O -2.65 -2.52 -2.73 0.0616
N 1.52 1.29 -0.53 0.1865
C 2.57 0.67 0.20 -0.0719
C 3.63 1.24 1.23 -0.0333
C 2.99 2.09 2.41 -0.1765
O 3.28 3.31 2.45 0.0084
N 2.44 -0.70 -0.22 -0.0309
F 3.35 -1.50 0.40 0.0844
H -0.05 -1.68 0.82 0.0609
H -0.52 -3.40 1.38 0.0928
H 1.22 -2.84 1.47 0.0791
H -0.43 -3.77 -1.15 0.0863
H 1.14 -4.36 -0.43 0.1297
H 2.45 -2.83 -1.45 0.1541
H 0.12 -3.01 -3.35 0.0683
H 1.48 -1.76 -3.77 0.0972
H 1.84 -3.58 -3.51 0.1077
H 0.31 2.64 -2.29 0.1091
H -1.28 2.21 -2.99 0.1198
H -0.97 3.21 -0.17 0.1204
H -1.45 1.44 -0.11 0.1082
H -3.04 3.69 -1.62 0.1253
H -3.23 1.87 -2.04 0.1058
H -3.74 2.96 0.94 0.1252
H -5.02 2.84 -0.38 0.1269
H -3.40 0.43 1.00 0.1120
H -4.29 0.27 -0.60 0.1218
H -4.60 -0.74 2.46 0.0818
H -6.35 -1.13 2.00 0.1089
H -4.99 -1.46 0.82 0.0844
H -1.92 0.22 -3.35 0.1451
H -0.59 -0.88 -3.78 0.1235
H -2.70 -2.11 -0.27 0.1217
H -3.44 -2.11 -3.17 0.1227
H 4.37 1.91 0.67 0.1465
H 4.26 0.41 1.71 0.1316
H 2.31 1.68 3.23 0.1501
C -3.81 -6.98 -2.32 0.0334
C -2.97 -5.95 -2.44 0.0266
C -1.51 -6.15 -2.47 -0.3579
O -0.74 -5.21 -2.58 0.0533
C -1.01 -7.54 -2.35 0.0260
C -1.85 -8.57 -2.23 0.0326
C -3.31 -8.37 -2.20 -0.3810
O -4.08 -9.30 -2.09 0.1261
H -4.89 -6.85 -2.30 0.1268
H -3.32 -4.93 -2.53 0.1032
H 0.06 -7.67 -2.37 0.1228
H -1.50 -9.59 -2.14 0.1280
C 0.65 5.43 -5.52 0.0245
C 1.44 6.31 -6.13 0.0324
C 2.90 6.09 -6.21 -0.3807
O 3.63 6.89 -6.77 0.1267
C 3.45 4.87 -5.57 0.0305
C 2.65 4.00 -4.95 0.0201
C 1.19 4.21 -4.88 -0.3669
O 0.46 3.41 -4.32 0.0597
H -0.42 5.57 -5.45 0.1234
H 1.06 7.20 -6.60 0.1282
H 4.52 4.73 -5.64 0.1266
H 3.03 3.10 -4.48 0.1186
C -4.44 -1.19 7.66 0.0231
C -4.77 0.06 7.96 0.0260
C -4.52 1.17 7.01 -0.3857
O -4.82 2.31 7.28 0.1144
C -3.88 0.83 5.72 0.0233
C -3.55 -0.43 5.42 0.0062
C -3.80 -1.54 6.37 -0.3902
O -3.50 -2.68 6.10 0.1003
H -4.62 -2.01 8.34 0.1245
H -5.24 0.33 8.89 0.1257
H -3.70 1.65 5.03 0.1214
H -3.08 -0.70 4.48 0.1072
C 6.39 3.45 3.72 0.0179
C 7.22 4.48 3.60 0.0333
C 8.69 4.28 3.58 -0.3832
O 9.45 5.22 3.47 0.1199
C 9.19 2.90 3.71 0.0285
C 8.36 1.86 3.83 0.0196
C 6.89 2.06 3.85 -0.3842
O 6.13 1.12 3.96 0.0778
H 5.31 3.57 3.73 0.0978
H 6.87 5.50 3.50 0.1274
H 10.27 2.77 3.70 0.1262
H 8.71 0.84 3.93 0.1226

# 6
58
Properties=species:S:1:pos:R:3:lowdin_charge:R:1 method="wB97M-V/def2-TZVPD" de_lowest_kj_mol=104.8 spin_multiplicity=1 gap_ha=0.2950 smiles="CCOC(=O)[C@H]1CCCN(c2c(NCCCN(C)c3ccccc3)c(=O)c2=O)C1" total_charge=0 molar_mass_g_mol=399.5 e_tot_ha=-1320.95097
C 5.03 -1.22 -1.53 -0.0561
C 4.15 0.02 -1.42 -0.1960
O 3.65 0.18 -0.10 0.0031
C 2.57 -0.51 0.24 -0.4440
O 1.99 -1.26 -0.52 0.0931
C 2.10 -0.27 1.66 -0.1676
C 2.88 0.80 2.42 -0.1446
C 2.54 2.21 1.92 -0.1470
C 1.03 2.43 1.93 -0.1252
N 0.38 1.40 1.14 -0.0330
C 0.00 1.67 -0.11 -0.0686
C -0.44 0.95 -1.24 -0.0995
N -0.48 -0.35 -1.56 0.0653
C -0.98 -0.82 -2.83 -0.1604
C -2.46 -0.50 -3.04 -0.1479
C -3.39 -1.04 -1.94 -0.1622
N -3.21 -0.40 -0.66 -0.1453
C -3.82 0.90 -0.53 -0.0504
C -2.74 -1.06 0.45 -0.2386
C -2.02 -2.26 0.36 -0.0529
C -1.54 -2.89 1.49 -0.0999
C -1.75 -2.36 2.75 -0.1225
C -2.45 -1.18 2.86 -0.1072
C -2.94 -0.53 1.74 -0.0324
C -0.81 2.19 -1.95 -0.2866
O -1.38 2.45 -2.99 0.0717
C -0.26 2.96 -0.77 -0.2829
O -0.03 4.12 -0.49 0.0768
C 0.60 0.07 1.65 -0.0918
H 4.44 -2.11 -1.34 0.0753
H 5.45 -1.28 -2.53 0.0798
H 5.84 -1.17 -0.81 0.0795
H 3.31 -0.05 -2.12 0.1250
H 4.73 0.93 -1.62 0.1280
H 2.22 -1.24 2.17 0.1619
H 2.61 0.73 3.48 0.1213
H 3.95 0.62 2.34 0.1168
H 2.91 2.33 0.90 0.1146
H 3.03 2.95 2.55 0.1166
H 0.65 2.37 2.96 0.1319
H 0.78 3.41 1.51 0.1164
H 0.13 -0.98 -1.05 0.0949
H -0.83 -1.90 -2.85 0.1216
H -0.42 -0.38 -3.66 0.1248
H -2.77 -0.93 -3.99 0.1166
H -2.57 0.58 -3.11 0.0831
H -4.43 -0.88 -2.26 0.1248
H -3.25 -2.12 -1.83 0.1111
H -4.82 0.84 -0.07 0.0971
H -3.93 1.35 -1.51 0.0913
H -3.19 1.56 0.07 0.0886
H -1.81 -2.70 -0.60 0.0933
H -0.99 -3.81 1.38 0.1045
H -1.37 -2.87 3.63 0.0956
H -2.64 -0.75 3.83 0.1040
H -3.50 0.38 1.88 0.0954
H 0.22 0.03 2.68 0.1340
H 0.04 -0.65 1.06 0.1049

# 7
100
Properties=species:S:1:pos:R:3:lowdin_charge:R:1 method="wB97M-V/def2-TZVPD" de_lowest_kj_mol=346.8 spin_multiplicity=1 gap_ha=0.2437 total_charge=-1 molar_mass_g_mol=1028.2 e_tot_ha=-4389.97560
Zr 0.78 -2.48 1.26 1.9939
O -1.30 -2.50 -1.73 0.0540
C -0.26 -3.15 -1.53 -0.5065
O 0.13 -3.63 -0.34 -0.2319
C 0.68 -3.42 -2.72 -0.1329
C 1.38 -4.66 -2.84 -0.0328
C 1.83 -5.23 -4.03 -0.0667
C 1.64 -4.46 -5.20 -0.0686
C 1.11 -3.19 -5.08 -0.0848
C 0.66 -2.61 -3.87 -0.3274
P 0.22 -0.88 -3.70 1.1119
C 1.62 -0.16 -4.56 -0.3821
C 2.90 -0.57 -4.04 -0.1047
C 4.02 0.23 -4.17 -0.0933
C 3.93 1.51 -4.77 -0.1025
C 2.74 1.89 -5.35 -0.0959
C 1.60 1.03 -5.32 -0.0837
C -1.13 -0.45 -4.83 -0.3753
C -2.34 0.00 -4.24 -0.0980
C -3.38 0.38 -5.02 -0.0994
C -3.39 0.18 -6.42 -0.0938
C -2.22 -0.28 -6.94 -0.1121
C -1.04 -0.60 -6.19 -0.0985
H 1.48 -5.21 -1.88 0.1216
H 2.43 -6.18 -4.03 0.1199
H 1.84 -4.78 -6.21 0.0976
H 1.07 -2.55 -5.92 0.0800
H 2.98 -1.58 -3.64 0.1015
H 4.97 -0.14 -3.75 0.1045
H 4.79 2.18 -4.80 0.0931
H 2.62 2.89 -5.78 0.1005
H 0.73 1.38 -5.90 0.1031
H -2.37 0.10 -3.12 0.1218
H -4.29 0.73 -4.52 0.1054
H -4.18 0.53 -7.13 0.1183
H -2.12 -0.33 -8.06 0.1122
H -0.17 -0.97 -6.73 0.0964
O 3.97 -4.83 1.55 -0.2709
S 3.16 -3.77 2.08 0.6078
O 1.78 -4.19 2.49 -0.4000
O 2.93 -2.53 1.19 -0.4522
C 4.12 -3.11 3.51 -0.2068
C 5.37 -3.76 3.74 -0.0526
C 6.06 -3.35 4.87 -0.0936
C 5.62 -2.34 5.75 -0.0484
C 4.47 -1.60 5.38 -0.0262
C 3.68 -2.00 4.24 -0.1954
S 2.23 -0.91 3.98 0.5113
O 1.84 -0.73 5.37 -0.2922
O 2.76 0.21 3.24 -0.2907
O 1.12 -1.60 3.24 -0.4619
H 5.80 -4.57 3.13 0.1204
H 7.02 -3.82 5.12 0.1054
H 6.22 -2.15 6.64 0.1064
H 4.25 -0.61 5.82 0.1248
O -5.90 -1.67 2.96 -0.0230
C -5.56 -2.83 3.06 -0.7417
O -6.21 -3.84 3.32 -0.0164
C -4.07 -3.01 2.76 -0.0623
C -3.27 -4.12 3.02 0.0382
C -1.89 -4.08 2.66 -0.0861
N -1.34 -2.99 2.14 -0.0203
C -2.17 -1.93 1.89 -0.1648
C -3.47 -1.84 2.26 0.0706
C -1.53 -0.67 1.28 -0.4806
O -2.18 0.40 1.34 0.0663
O -0.33 -0.83 0.82 -0.1684
H -3.66 -5.06 3.41 0.1149
H -1.21 -4.93 2.74 0.1173
H -4.01 -0.88 2.12 0.1362
O -0.41 1.75 4.07 -0.5535
S -0.03 3.19 3.75 0.9370
C -1.57 4.16 4.11 -0.2988
C -2.81 3.87 3.31 -0.2468
C -3.47 4.93 2.64 -0.0847
C -4.60 4.73 1.87 -0.1318
C -5.13 3.48 1.75 -0.0852
C -4.58 2.40 2.53 -0.0505
C -3.38 2.54 3.24 -0.0241
C 0.22 3.11 1.85 -0.2220
C 0.30 4.43 1.09 -0.2312
C 1.47 5.24 1.09 -0.0624
C 1.58 6.45 0.43 -0.1166
C 0.49 6.89 -0.30 -0.1091
C -0.75 6.16 -0.35 -0.0642
C -0.80 4.92 0.31 -0.0386
H -1.23 5.19 4.01 0.0788
H -1.74 3.89 5.17 0.0988
H -3.07 5.96 2.72 0.1137
H -5.01 5.64 1.44 0.0973
H -5.98 3.23 1.09 0.1028
H -5.07 1.39 2.53 0.1142
H -2.97 1.75 3.82 0.0944
H -0.57 2.39 1.57 0.0740
H 1.21 2.61 1.78 0.0897
H 2.35 4.88 1.58 0.1009
H 2.53 7.03 0.46 0.1139
H 0.60 7.87 -0.75 0.0899
H -1.47 6.55 -1.07 0.0935
H -1.70 4.30 0.25 0.1105

# 8
12
Properties=species:S:1:pos:R:3:lowdin_charge:R:1 method="wB97M-V/def2-TZVPD" de_lowest_kj_mol=894.7 spin_multiplicity=1 gap_ha="0.2992 / 0.3066" total_charge=0 molar_mass_g_mol=112.1 e_tot_ha=-414.50540
C 0.77 0.33 -0.28 -0.0694
C 0.22 -0.87 -0.29 -0.0402
C 0.18 1.51 0.25 -0.1220
C -1.67 -0.79 1.11 0.1848
N -1.04 -1.40 0.19 -0.3588
N -0.88 1.54 0.93 -0.1136
O -1.34 -2.59 -0.13 -0.0789
O -1.57 2.23 1.61 0.0632
H 1.74 0.57 -0.76 0.1287
H 0.75 -1.69 -0.86 0.1471
H 0.59 2.53 0.25 0.1441
H -2.76 -0.93 1.42 0.1152